91
Properties=species:S:1:pos:R:3:mulliken_charge:R:1 method="wB97M-V/def2-TZVPD" orbital_gap_ev=8.47 total_charge=+1 max_force_ev_per_a=1.9 e_tot_ha=-2910.09442
C 1.776 4.059 2.709 -0.791
C 2.302 2.912 3.166 -0.062
N 2.390 1.707 2.282 0.699
C 2.846 0.475 3.020 -0.366
C 3.963 -0.245 2.264 -1.193
C 3.586 -0.903 0.932 0.683
C 2.528 -2.001 1.023 -0.577
O 1.878 -2.177 -0.235 -0.506
C 1.153 1.515 1.429 -0.642
C -0.188 1.542 2.144 -0.429
C -0.595 0.240 2.874 -0.296
C -2.052 -0.132 2.560 -0.642
C -3.034 0.813 3.248 -0.610
C -4.478 0.569 2.816 -0.966
C -4.724 0.847 1.318 -0.419
C -4.739 -0.429 0.442 -1.042
H 0.964 4.531 3.254 0.312
H 2.132 4.547 1.802 0.276
H 2.783 2.801 4.129 0.381
H 3.153 1.890 1.619 0.041
H 2.003 -0.190 3.177 0.000
H 3.230 0.759 3.996 0.582
H 4.758 0.484 2.065 0.399
H 4.398 -0.971 2.953 0.478
H 3.218 -0.144 0.232 -0.249
H 4.492 -1.287 0.465 0.233
H 2.977 -2.968 1.241 0.414
H 1.764 -1.787 1.777 0.064
H 1.094 -1.614 -0.269 0.310
H 1.248 0.587 0.868 0.231
H 1.176 2.327 0.701 0.320
H -0.283 2.380 2.826 0.217
H -0.926 1.714 1.355 0.339
H 0.048 -0.602 2.611 0.034
H -0.556 0.428 3.950 0.329
H -2.188 -0.130 1.475 0.153
H -2.235 -1.150 2.912 0.421
H -2.761 1.860 3.082 0.294
H -2.944 0.636 4.325 0.393
H -4.749 -0.459 3.064 0.451
H -5.131 1.225 3.393 0.350
H -3.923 1.496 0.955 0.262
H -5.688 1.340 1.220 0.411
H -3.851 -0.485 -0.191 0.293
H -4.769 -1.339 1.037 0.287
H -5.608 -0.427 -0.212 0.254
O -6.702 -3.111 0.225 -0.573
S -7.891 -3.543 -0.450 1.207
O -9.169 -3.264 0.125 -0.622
O -7.770 -5.094 -0.754 -0.304
C -7.448 -5.973 0.352 -0.321
C -8.641 -6.248 1.241 -0.972
C -7.870 -2.990 -2.118 -0.991
H -6.614 -5.554 0.915 0.297
H -7.100 -6.890 -0.116 0.273
H -8.951 -5.353 1.779 0.294
H -8.385 -7.016 1.971 0.385
H -9.490 -6.588 0.649 0.269
H -6.908 -3.237 -2.558 0.309
H -8.017 -1.912 -2.095 0.374
H -8.684 -3.471 -2.653 0.364
O 2.014 3.497 -2.573 -0.673
S 2.942 4.054 -1.638 1.218
O 2.450 4.811 -0.521 -0.676
O 4.035 4.878 -2.406 -0.242
C 3.590 5.895 -3.352 -0.355
C 3.133 7.163 -2.667 -0.997
C 4.010 2.798 -1.021 -0.320
H 2.813 5.476 -3.991 0.346
H 4.460 6.086 -3.976 0.291
H 2.215 7.003 -2.102 0.291
H 2.945 7.933 -3.414 0.401
H 3.892 7.520 -1.972 0.270
H 4.415 2.224 -1.852 0.334
H 3.412 2.147 -0.384 -0.393
H 4.806 3.271 -0.450 0.420
O 5.721 -0.099 -4.163 -0.687
S 4.518 -0.793 -3.816 1.146
O 4.037 -0.737 -2.463 -0.465
O 4.625 -2.299 -4.279 -0.277
C 5.791 -3.056 -3.863 -0.397
C 5.701 -3.516 -2.424 -0.860
C 3.220 -0.319 -4.902 -0.951
H 6.689 -2.465 -4.044 0.344
H 5.819 -3.909 -4.537 0.280
H 5.754 -2.673 -1.736 0.163
H 6.527 -4.192 -2.204 0.412
H 4.759 -4.034 -2.245 0.274
H 3.578 -0.391 -5.924 0.361
H 2.960 0.709 -4.658 0.312
H 2.370 -0.975 -4.735 0.320

=====

119
Properties=species:S:1:pos:R:3:mulliken_charge:R:1 method="wB97M-V/def2-TZVPD" orbital_gap_ev=9.34 total_charge=0 max_force_ev_per_a=8.7 e_tot_ha=-3633.96217 smiles="CCSC[C@H]1COS(=O)(=O)C[C@H]1C.CCOC(=O)OC.CCOC(=O)OC.CCOC(=O)OC.CCOC(=O)OC.CCOC(=O)OC.CCOC(=O)OC"
C -5.801 -2.804 2.324 -0.835
C -6.771 -1.574 1.767 -0.461
S -5.881 -0.655 0.356 -0.023
C -4.837 0.625 1.279 -0.458
C -4.534 1.986 0.412 -0.072
C -4.038 3.213 1.391 -0.616
O -2.911 2.877 2.275 -0.279
S -1.593 2.208 1.424 1.016
O -0.523 3.253 0.972 -0.588
O -0.833 1.249 2.421 -0.615
C -2.054 1.181 -0.074 -0.639
C -3.408 1.821 -0.767 0.227
C -3.918 1.039 -2.115 -1.131
H -6.466 -3.719 2.629 0.281
H -4.980 -3.117 1.521 0.229
H -5.189 -2.477 3.281 0.266
H -6.863 -0.797 2.668 0.295
H -7.840 -1.928 1.446 0.374
H -3.883 0.114 1.742 -0.031
H -5.497 0.971 2.211 0.334
H -5.568 2.281 -0.107 0.361
H -3.888 4.170 0.733 0.281
H -4.961 3.449 2.110 0.355
H -2.233 0.075 0.317 0.244
H -1.138 1.096 -0.829 0.339
H -3.106 2.923 -1.112 0.272
H -3.159 1.236 -3.015 0.317
H -4.951 1.522 -2.465 0.277
H -4.047 -0.123 -1.994 0.234
C -9.151 -8.336 -1.442 -1.084
C -8.065 -7.987 -0.439 -0.164
O -7.145 -7.034 -0.988 -0.350
C -7.588 -5.753 -1.040 0.740
O -8.677 -5.352 -0.662 -0.560
O -6.619 -4.996 -1.614 -0.340
C -6.999 -3.639 -1.825 -0.338
H -8.710 -8.671 -2.386 0.289
H -9.799 -9.126 -1.052 0.354
H -9.773 -7.467 -1.674 0.309
H -7.486 -8.887 -0.207 0.285
H -8.485 -7.621 0.504 0.299
H -7.357 -3.176 -0.900 0.027
H -7.765 -3.585 -2.605 0.332
H -6.118 -3.088 -2.167 0.179
C 2.469 2.766 -1.970 -1.044
C 1.817 3.780 -2.895 -0.186
O 2.006 3.420 -4.269 -0.300
C 1.222 2.413 -4.726 0.721
O 0.382 1.806 -4.082 -0.568
O 1.552 2.177 -6.021 -0.301
C 0.869 1.065 -6.595 -0.627
H 3.524 2.632 -2.229 0.250
H 2.396 3.090 -0.929 0.341
H 1.994 1.784 -2.058 0.349
H 2.295 4.755 -2.754 0.284
H 0.752 3.908 -2.671 0.280
H -0.216 1.162 -6.482 0.282
H 1.224 0.136 -6.139 0.294
H 1.102 1.037 -7.663 0.212
C -0.692 -1.456 3.451 -0.961
C 0.255 -2.156 4.411 -0.506
O 0.111 -3.579 4.329 -0.282
C 0.681 -4.167 3.249 0.708
O 1.299 -3.598 2.363 -0.579
O 0.422 -5.498 3.307 -0.262
C 0.880 -6.223 2.169 -0.700
H -1.723 -1.785 3.618 0.247
H -0.640 -0.371 3.578 0.471
H -0.450 -1.690 2.410 0.324
H 0.003 -1.870 5.438 0.370
H 1.296 -1.862 4.241 0.366
H 1.943 -6.042 1.982 0.304
H 0.283 -5.954 1.292 0.290
H 0.743 -7.290 2.367 0.234
C 0.845 -5.296 6.527 -0.457
C 1.864 -4.931 7.592 -0.333
O 1.391 -5.283 8.899 -0.351
C 1.453 -6.601 9.211 0.757
O 1.875 -7.492 8.491 -0.556
O 0.938 -6.764 10.456 -0.332
C 0.848 -8.125 10.867 -0.618
H -0.129 -4.852 6.756 0.232
H 1.172 -4.948 5.543 -0.102
H 0.694 -6.379 6.474 0.386
H 2.013 -3.845 7.591 0.306
H 2.839 -5.390 7.397 0.320
H 1.813 -8.634 10.776 0.287
H 0.083 -8.641 10.278 0.286
H 0.547 -8.144 11.918 0.225
C 5.511 7.665 1.421 -1.096
C 5.391 6.158 1.578 -0.195
O 5.030 5.539 0.337 -0.300
C 6.028 5.422 -0.574 0.646
O 7.184 5.786 -0.426 -0.569
O 5.513 4.854 -1.693 -0.188
C 6.438 4.768 -2.773 -0.708
H 4.594 8.082 0.993 0.282
H 5.702 8.140 2.387 0.363
H 6.327 7.931 0.742 0.310
H 4.589 5.933 2.289 0.296
H 6.311 5.717 1.978 0.304
H 7.360 4.261 -2.470 0.356
H 6.657 5.770 -3.155 0.323
H 5.974 4.186 -3.574 0.186
C 5.280 5.330 -8.642 -1.062
C 6.726 4.881 -8.513 -0.159
O 7.616 6.005 -8.517 -0.346
C 7.673 6.713 -7.362 0.766
O 7.049 6.476 -6.340 -0.555
O 8.525 7.753 -7.547 -0.324
C 8.597 8.643 -6.436 -0.609
H 5.151 5.966 -9.523 0.298
H 4.613 4.468 -8.725 0.348
H 4.968 5.922 -7.776 0.290
H 6.990 4.265 -9.378 0.287
H 6.882 4.267 -7.619 0.282
H 8.833 8.107 -5.511 0.283
H 7.655 9.189 -6.337 0.282
H 9.397 9.364 -6.629 0.221

=====

62
Properties=species:S:1:pos:R:3:mulliken_charge:R:1 method="wB97M-V/def2-TZVPD" orbital_gap_ev=8.57 total_charge=0 max_force_ev_per_a=1.0 e_tot_ha=-1978.97855 smiles="Cn1c(=O)c(C(=O)CN2CCN(S(=O)(=O)c3ccccc3)CC2)c(N)n(Cc2ccccc2)c1=O"
C -4.088 -1.658 -2.309 -1.206
N -3.342 -1.451 -1.079 -0.033
C -3.590 -0.287 -0.340 1.090
O -4.487 0.452 -0.708 -0.702
C -2.746 -0.108 0.821 0.172
C -2.673 1.156 1.530 0.537
O -2.104 1.277 2.621 -0.813
C -3.192 2.429 0.867 -1.417
N -2.171 3.115 0.092 0.254
C -1.028 3.612 0.827 -1.430
C 0.208 2.705 0.781 -0.229
N 0.511 2.274 -0.577 0.364
S 0.902 0.649 -0.700 1.343
O 0.328 -0.103 0.388 -0.087
O 0.633 0.202 -2.034 -0.850
C 2.665 0.741 -0.440 0.089
C 3.162 0.718 0.848 -0.461
C 4.527 0.830 1.049 -0.836
C 5.376 0.963 -0.040 -0.508
C 4.866 0.985 -1.328 -0.740
C 3.500 0.878 -1.531 -0.517
C -0.406 2.773 -1.584 -1.534
C -1.843 2.474 -1.174 0.443
C -1.897 -1.159 1.215 -0.165
N -1.251 -1.127 2.384 -0.338
N -1.776 -2.276 0.445 0.253
C -0.890 -3.369 0.836 -1.738
C 0.562 -3.045 0.586 0.417
C 1.486 -3.021 1.622 -0.159
C 2.812 -2.713 1.370 -1.011
C 3.224 -2.422 0.082 -0.246
C 2.307 -2.449 -0.956 -0.509
C 0.985 -2.763 -0.707 -0.172
C -2.443 -2.426 -0.765 0.851
O -2.268 -3.397 -1.468 -0.645
H -4.550 -2.644 -2.293 0.340
H -4.845 -0.880 -2.368 0.402
H -3.414 -1.598 -3.164 0.316
H -3.509 3.109 1.663 0.472
H -4.032 2.222 0.208 0.540
H -0.763 4.594 0.413 0.433
H -1.314 3.751 1.870 0.408
H 0.034 1.817 1.393 0.325
H 1.079 3.240 1.181 0.370
H 2.476 0.596 1.671 0.459
H 4.929 0.811 2.050 0.443
H 6.441 1.046 0.118 0.406
H 5.531 1.086 -2.172 0.444
H 3.067 0.883 -2.519 0.488
H -0.168 2.254 -2.512 0.513
H -0.237 3.844 -1.714 0.441
H -2.549 2.830 -1.934 0.436
H -1.931 1.380 -1.115 -0.285
H -0.370 -1.611 2.447 -0.027
H -1.333 -0.205 2.837 0.516
H -1.182 -4.218 0.209 0.566
H -1.075 -3.616 1.884 0.372
H 1.178 -3.263 2.631 0.496
H 3.524 -2.698 2.183 0.397
H 4.258 -2.177 -0.113 0.466
H 2.622 -2.225 -1.964 0.390
H 0.274 -2.787 -1.517 0.406

=====

17
Properties=species:S:1:pos:R:3:mulliken_charge:R:1 method="wB97M-V/def2-TZVPD" orbital_gap_ev=10.46 total_charge=+1 max_force_ev_per_a=5.1 e_tot_ha=-268.18957 smiles=C[C@@H]1[C@H]([NH3+])N1C
C -1.446 -1.290 -0.415 -1.830
C -0.152 -0.888 0.094 0.588
C 0.092 0.567 0.709 -0.519
N -0.952 1.576 0.493 -0.197
N 0.678 0.101 -0.535 -0.329
C 2.079 -0.053 -0.462 -1.012
H -1.540 -2.298 -0.681 0.379
H -1.657 -0.690 -1.313 0.468
H -2.265 -0.934 0.150 0.360
H 0.422 -1.654 0.614 0.491
H 0.729 0.713 1.497 0.439
H -0.685 1.863 -0.517 0.425
H -0.794 2.221 1.254 0.347
H -1.915 1.137 0.423 0.353
H 2.424 -0.083 0.535 0.401
H 2.343 -1.022 -0.797 0.358
H 2.640 0.732 -1.047 0.278

=====

73
Properties=species:S:1:pos:R:3:mulliken_spin:R:1 method="wB97M-V/def2-TZVPD" orbital_gap_ev="6.99 / 6.01" total_charge=-1 max_force_ev_per_a=2.7 e_tot_ha=-9041.44609 spin_multiplicity=6 s2=8.767
Ir 0.208 -0.487 0.371 2.437
S 1.984 0.809 1.576 0.355
C 3.547 0.329 0.979 0.006
C 4.616 0.167 1.865 -0.014
C 5.867 -0.181 1.399 -0.001
C 6.083 -0.363 0.041 0.012
C 5.031 -0.200 -0.845 0.001
C 3.766 0.161 -0.398 0.043
As 2.202 0.340 -1.528 0.114
C 3.147 0.057 -3.272 0.032
C 3.763 1.076 -3.993 0.002
C 4.439 0.798 -5.168 -0.001
C 4.508 -0.502 -5.643 0.004
C 3.895 -1.524 -4.936 0.013
C 3.213 -1.244 -3.764 0.044
C 1.998 2.273 -1.667 0.034
C 2.420 3.168 -0.694 -0.005
C 2.044 4.499 -0.756 -0.001
C 1.268 4.958 -1.804 0.005
C 0.863 4.080 -2.798 -0.003
C 1.216 2.745 -2.720 -0.005
H 4.436 0.296 2.922 -0.005
H 6.681 -0.324 2.096 0.000
H 7.061 -0.640 -0.327 0.001
H 5.201 -0.353 -1.904 0.003
H 3.726 2.093 -3.619 0.000
H 4.926 1.598 -5.710 0.000
H 5.037 -0.714 -6.562 0.000
H 3.958 -2.540 -5.300 0.001
H 2.719 -2.033 -3.206 0.004
H 3.030 2.817 0.128 0.000
H 2.351 5.178 0.028 0.000
H 0.983 6.000 -1.853 0.000
H 0.258 4.437 -3.619 0.000
H 0.896 2.041 -3.486 -0.004
O -3.406 0.315 2.144 0.000
As -1.977 1.222 2.661 0.007
O -2.524 2.685 3.071 0.015
O -0.844 1.299 1.466 0.115
C -1.171 0.312 4.196 0.008
C -1.098 1.019 5.392 -0.001
C -0.335 0.542 6.442 0.000
C 0.374 -0.642 6.306 -0.001
C 0.294 -1.351 5.122 0.002
C -0.469 -0.866 4.074 0.013
S -0.544 -1.960 2.652 0.055
O 0.812 -1.991 2.076 0.066
O -0.969 -3.218 3.220 0.005
O -1.505 -1.451 1.656 0.065
H -3.048 -0.528 1.843 0.000
H -1.647 1.951 5.468 0.000
H -0.284 1.097 7.368 0.000
H 0.986 -1.002 7.123 0.000
H 0.820 -2.283 4.979 -0.002
N -1.199 0.868 -1.131 0.202
H -2.083 0.695 -0.664 0.002
H -1.293 0.708 -2.125 -0.029
H -0.935 1.826 -0.929 -0.015
C -2.501 -1.405 -3.138 0.004
Ge -1.136 -2.699 -2.465 0.053
C -0.199 -3.385 -4.122 0.032
C -2.224 -4.233 -1.751 0.063
C 0.173 -1.980 -1.252 1.272
H -3.177 -1.907 -3.826 0.001
H -2.042 -0.576 -3.671 -0.004
H -3.089 -1.010 -2.317 -0.002
H -0.887 -3.861 -4.814 0.000
H 0.566 -4.109 -3.856 -0.002
H 0.284 -2.558 -4.634 0.000
H -2.739 -4.746 -2.561 0.000
H -2.966 -3.858 -1.053 -0.003
H -1.604 -4.952 -1.226 -0.005
H 0.955 -2.720 -1.062 0.008

=====

102
Properties=species:S:1:pos:R:3:mulliken_charge:R:1 method="wB97M-V/def2-TZVPD" orbital_gap_ev=2.85 total_charge=+1 max_force_ev_per_a=4.7 e_tot_ha=-4260.38294
C 5.862 -2.491 3.802 -1.134
C 4.507 -2.488 2.999 -0.347
I 5.037 -2.168 0.918 0.198
C 3.667 -1.266 3.483 -0.207
N 2.390 -1.090 2.819 0.426
P 0.995 -1.795 3.628 0.113
C 1.053 -1.544 5.483 -0.645
C 0.716 -3.567 3.140 -0.856
S 2.171 0.569 2.548 1.346
O 3.280 1.130 1.748 -0.653
O 0.893 0.788 1.841 -0.485
F 2.115 1.157 4.072 -0.253
H 5.664 -2.184 4.864 0.243
H 6.541 -1.712 3.395 0.455
H 6.370 -3.468 3.728 0.408
H 3.968 -3.441 3.124 0.404
H 3.561 -1.266 4.598 -1.405
H 4.274 -0.357 3.246 0.785
H 1.455 -2.471 5.980 0.307
H 1.704 -0.685 5.757 -0.109
H 0.025 -1.425 5.863 0.395
H -0.234 -3.866 3.635 0.384
H 0.525 -3.660 2.054 0.132
H 1.505 -4.258 3.495 0.331
Cl 2.956 2.650 5.812 -0.676
Li 3.820 -0.418 6.331 0.783
N 8.355 -3.734 5.382 -0.479
H 8.231 -4.655 4.954 0.381
H 7.483 -3.447 5.830 0.335
H 9.102 -3.780 6.081 0.392
H 8.605 -3.053 4.659 0.384
C -5.216 5.857 0.804 -0.620
O -4.062 5.531 1.550 -0.272
C -4.345 5.092 2.871 -0.567
C -3.434 3.946 3.282 -0.248
O -3.696 2.707 2.633 -0.516
C -3.401 2.607 1.241 0.085
C -1.919 2.636 0.896 -0.207
O -1.371 3.935 1.076 -0.336
C -0.077 3.922 1.648 -0.313
H -5.599 6.838 1.103 0.331
H -4.935 5.888 -0.249 0.228
H -5.998 5.100 0.925 0.181
H -5.386 4.760 2.959 0.339
H -4.183 5.942 3.544 0.412
H -3.614 3.756 4.344 0.444
H -2.382 4.218 3.197 0.007
H -3.963 3.343 0.669 -0.042
H -3.786 1.629 0.939 0.251
H -1.798 2.373 -0.162 0.287
H -1.392 1.895 1.503 0.088
H -0.028 3.240 2.502 0.307
H 0.141 4.929 2.005 0.397
H 0.664 3.639 0.895 -0.172
C -7.075 1.975 -0.261 -0.925
O -5.837 2.043 -0.953 -0.014
C -5.594 0.894 -1.752 -0.576
C -5.921 1.147 -3.214 -0.633
O -7.309 1.382 -3.406 -0.389
C -7.621 2.762 -3.518 -0.641
H -7.322 2.980 0.082 0.151
H -7.883 1.618 -0.903 0.473
H -6.979 1.320 0.610 0.319
H -6.151 0.033 -1.370 0.418
H -4.526 0.666 -1.666 0.315
H -5.664 0.253 -3.791 0.387
H -5.330 1.981 -3.605 0.338
H -7.365 3.123 -4.519 0.325
H -7.099 3.362 -2.769 0.228
H -8.694 2.877 -3.367 0.245
O 1.111 2.068 -0.508 -0.592
H 1.444 2.940 -0.742 0.251
H 1.555 1.860 0.328 0.262
C 1.623 -5.042 -6.779 -1.020
Si 2.027 -3.403 -5.948 0.209
C 1.333 -2.048 -7.051 -1.011
C 3.901 -3.259 -5.922 -1.001
N 1.327 -3.390 -4.355 -0.040
Si 1.480 -2.053 -3.285 0.152
C 0.685 -0.491 -3.975 -0.605
C 3.276 -1.662 -2.833 -1.184
C 0.596 -2.415 -1.679 -0.367
H 2.057 -5.066 -7.783 0.307
H 2.035 -5.879 -6.212 0.284
H 0.544 -5.177 -6.873 0.290
H 1.634 -2.226 -8.086 0.365
H 1.704 -1.059 -6.772 0.305
H 0.242 -2.034 -7.016 0.292
H 4.337 -3.974 -5.221 0.294
H 4.233 -2.256 -5.648 0.313
H 4.304 -3.474 -6.915 0.369
H 1.277 -0.065 -4.810 0.061
H 0.623 0.277 -3.166 0.275
H -0.334 -0.673 -4.331 0.401
H 3.784 -2.571 -2.508 0.281
H 3.319 -0.944 -2.004 0.437
H 3.838 -1.224 -3.666 0.403
H 1.068 -3.320 -1.175 -0.110
H -0.467 -2.612 -1.849 0.353
H 0.683 -1.562 -0.998 0.119
Be 2.296 0.753 -3.340 0.483
Cl 2.021 -4.226 0.077 -0.617